Record 1
# C23H64O14

C23H64O14 as an isolated structure in a non-equilibrium geometry (ωB97M-V/def2-TZVPD, the Open Molecules 2025 dataset).

Computed properties:
- Electronic energy: -53503.4463 eV
- Kohn-Sham gap: 8.07 eV

The geometry in XYZ format:
```
101
C23H64O14 ωB97M-V/def2-TZVPD
C -3.71256 5.49929 0.98310
O -2.91647 4.64602 0.20500
C -3.76036 3.66539 -0.41043
C -2.88363 2.60778 -1.05535
O -2.22281 1.83685 -0.05507
C -1.33494 0.89361 -0.58637
H -3.16727 6.31985 1.44940
H -4.34439 5.05960 1.75483
H -4.38718 5.96292 0.26336
H -4.26021 4.14813 -1.25020
H -4.48746 3.20522 0.25864
H -2.01115 3.03759 -1.54743
H -3.43069 1.95018 -1.73092
H -0.51582 1.35663 -1.13661
H -1.74703 0.35022 -1.43667
H -0.91456 0.22908 0.16846
C -1.49283 2.44133 -2.98624
O -1.08345 1.15391 -3.37245
C -2.15617 0.28954 -3.68406
C -1.78255 -1.20752 -3.62106
O -1.59892 -1.64794 -2.27460
C -0.42337 -1.31078 -1.54877
H -1.83731 2.85799 -3.93272
H -0.68343 3.09246 -2.65608
H -2.35361 2.47915 -2.31860
H -2.70693 0.51322 -4.59769
H -2.82048 0.38670 -2.82536
H -0.88037 -1.47929 -4.16906
H -2.61383 -1.69479 -4.13060
H -0.37569 -0.27946 -1.19915
H 0.45120 -1.36170 -2.19733
H -0.24553 -1.94480 -0.68015
C 4.79354 -3.40284 -4.43084
O 4.25184 -2.71940 -3.26749
C 5.23298 -1.89284 -2.65072
C 4.67656 -1.14808 -1.49012
O 3.83613 -0.09746 -1.96590
C 2.77360 0.20969 -1.16123
H 5.69036 -3.99946 -4.26385
H 4.91204 -2.80913 -5.33724
H 3.98829 -4.10333 -4.65213
H 5.62802 -1.18070 -3.37522
H 6.04022 -2.44602 -2.17064
H 5.44856 -0.77657 -0.81624
H 4.08425 -1.87642 -0.93621
H 2.01119 -0.56458 -1.07561
H 2.36327 1.09474 -1.64747
H 3.01929 0.63295 -0.18728
C -0.15442 1.83465 1.05530
O 0.27079 0.69665 1.74301
C 0.42753 0.90170 3.11355
C 1.19096 -0.29563 3.79447
O 1.81080 0.13023 5.03507
C 2.48996 -0.91526 5.73900
H -0.52168 1.44673 0.10518
H 0.66974 2.47299 0.73687
H -0.86521 2.41271 1.64582
H -0.49903 1.18294 3.61404
H 0.96485 1.84219 3.23536
H 1.89708 -0.75148 3.10042
H 0.38216 -1.00307 3.97739
H 1.97195 -1.86621 5.61478
H 2.65939 -0.67589 6.78881
H 3.41790 -1.05859 5.18540
C -4.91999 -0.50727 3.77317
O -4.14478 -1.67754 4.11349
C -3.87386 -2.60687 3.07389
C -3.11151 -2.04020 1.86580
O -2.03286 -1.21333 2.37904
C -1.12589 -0.82315 1.38131
H -5.88706 -0.82297 3.38171
H -4.56862 0.05646 2.90897
H -4.97071 0.16071 4.63301
H -4.74789 -3.02239 2.57237
H -3.37308 -3.46478 3.52257
H -3.70402 -1.51212 1.11868
H -2.76419 -2.92875 1.33862
H -0.81118 -1.59046 0.67399
H -0.19557 -0.54715 1.87773
H -1.44005 0.06011 0.82519
O 0.61973 -0.53260 0.00294
H 1.07006 0.20221 -0.41356
H 0.27010 -0.16967 0.81674
C 0.90105 1.71669 -1.42684
O 1.90280 1.48104 -0.49631
H 1.42706 2.09308 -2.30419
H 0.19161 0.92460 -1.66642
H 0.32587 2.58401 -1.10278
H 2.51857 2.21524 -0.55443
C 1.54260 -2.79113 -1.06892
O 1.04351 -2.36683 0.20874
H 0.79599 -2.86798 -1.85934
H 2.31410 -2.14779 -1.49200
H 1.93835 -3.80112 -0.96206
H 0.77248 -1.45190 0.10362
C 2.78717 -1.38222 1.12876
O 3.70327 -1.16597 2.22589
H 3.04083 -2.23632 0.50086
H 1.72879 -1.33497 1.38508
H 2.92638 -0.59593 0.38680
H 3.68788 -0.22426 2.41176
```

These are the Mulliken partial charges, in e, on atoms 1 to 99: -0.847 -0.322 -0.938 0.505 -0.275 -1.777 0.262 0.320 0.341 0.496 0.430 0.431 0.166 -1.667 1.013 0.266 -1.282 -0.242 -0.256 -0.766 -0.582 0.362 0.438 0.200 -0.300 0.437 0.241 0.276 0.518 -0.613 0.695 0.786 -0.849 -0.200 -0.933 0.017 -0.450 -0.286 0.318 0.314 0.255 0.335 0.435 0.325 0.022 0.430 -0.465 0.787 -0.195 0.568 -0.799 -0.094 -0.465 -0.711 0.368 0.013 0.770 0.294 0.514 0.193 0.454 0.303 0.284 0.238 -0.521 -0.347 -0.705 -0.429 -0.436 1.286 0.346 0.051 0.257 0.422 0.326 0.347 0.324 1.214 -1.160 0.185 -2.325 0.145 -0.058 -1.488 -0.951 0.371 1.522 0.777 0.787 -1.708 -0.501 0.588 1.040 0.162 0.406 -0.144 -0.646 0.318 0.052

---

Record 2
# C23H64O23S7

A 9-piece molecular cluster, C23H64O23S7 overall in a non-equilibrium geometry (ωB97M-V/def2-TZVPD, the Open Molecules 2025 dataset).

Computed properties:
- Electronic energy: -147822.5072 eV
- Structure (SMILES): CCOS(C)(=O)=O.CCOS(C)(=O)=O.CCOS(C)(=O)=O.CCOS(C)(=O)=O.CCOS(C)(=O)=O.CCOS(C)(=O)=O.CCOS(C)(=O)=O.CO.CO
- Kohn-Sham gap: 10.40 eV
- ΔE to the lowest compared entry with this formula, charge and spin: 18.6 kcal/mol

The geometry in XYZ format:
```
117
C23H64O23S7 ωB97M-V/def2-TZVPD
O 11.93858 19.06541 14.88528
S 11.95850 20.29026 14.08406
O 10.76216 20.90265 13.57205
O 12.81330 21.25875 14.88886
C 12.92254 22.61489 14.44342
C 11.78094 23.42274 15.06350
C 12.87064 19.81264 12.65559
H 12.91239 22.64938 13.37239
H 13.93368 22.87645 14.83496
H 10.84840 23.08327 14.61456
H 11.85723 24.50828 14.85902
H 11.68412 23.27535 16.09470
H 13.73856 19.25965 12.91506
H 13.19622 20.68520 12.11237
H 12.14361 19.34455 11.98462
O 19.49031 12.93562 17.96423
S 18.16692 12.45749 17.73107
O 17.99968 11.13583 17.10228
O 17.37729 12.51765 19.14568
C 15.94470 12.09234 19.10348
C 14.96124 13.22092 19.41253
C 17.38482 13.67339 16.68840
H 16.00558 11.33663 19.87423
H 15.85229 11.66219 18.11304
H 13.98330 12.73302 19.67893
H 14.99730 14.03272 18.70131
H 15.25712 13.60693 20.39259
H 17.80963 13.51302 15.69570
H 17.61764 14.70411 17.11136
H 16.30312 13.50485 16.61204
O 7.12218 11.60537 11.92195
S 7.61127 12.74927 12.58912
O 7.78402 12.65041 14.01231
O 9.03648 13.22331 11.98403
C 9.16538 13.06506 10.54341
C 9.81212 14.30266 9.97511
C 6.48946 14.04498 12.25910
H 8.16416 12.73928 10.21048
H 9.75176 12.16798 10.38973
H 9.19381 15.21442 10.06911
H 10.06463 14.08945 8.87782
H 10.69428 14.43655 10.46459
H 6.86191 14.96816 12.52925
H 5.54757 13.79640 12.70292
H 6.31792 14.06907 11.19742
O 14.34093 11.70391 16.26892
S 14.32762 12.27309 14.93355
O 14.59629 13.68584 14.74975
O 15.42797 11.55334 14.06823
C 16.13029 10.29376 14.57552
C 17.47298 10.38735 13.83266
C 12.84797 11.73673 14.11421
H 15.52179 9.52156 14.21608
H 16.14948 10.26527 15.68957
H 18.11110 9.51954 13.81779
H 17.94578 11.28186 14.19790
H 17.29272 10.57773 12.76956
H 11.93867 12.11654 14.58208
H 12.98236 10.66236 14.25971
H 13.00027 11.94112 13.07688
O 13.80801 13.54533 9.94412
S 15.01784 12.81950 10.24471
O 14.80563 11.39734 10.40772
O 16.08663 12.98221 9.05598
C 15.93023 12.03135 7.98935
C 16.58906 12.54410 6.71558
C 15.92216 13.45096 11.54050
H 14.83622 11.95762 7.73569
H 16.16042 11.01898 8.28612
H 16.69640 11.72340 5.97693
H 17.53877 12.93984 6.95358
H 16.07670 13.43348 6.22299
H 16.78905 12.79190 11.76239
H 15.25163 13.57274 12.34064
H 16.25377 14.35874 11.08523
O 14.75781 16.05797 17.34944
S 15.42473 17.24727 17.73479
O 15.27605 17.67046 19.07819
O 16.94420 17.02276 17.38713
C 17.97898 17.71764 18.07143
C 19.35598 17.42401 17.49372
C 14.96649 18.52049 16.56804
H 17.99757 17.42786 19.11138
H 17.79163 18.80463 18.09331
H 20.01961 18.01262 18.11498
H 19.42744 17.86588 16.49008
H 19.58274 16.34617 17.44377
H 14.99939 19.52514 16.97280
H 13.92366 18.41990 16.21338
H 15.52774 18.33627 15.66949
O 16.38122 16.64870 11.22446
S 16.00065 17.00595 12.56357
O 15.79852 18.39922 12.89709
O 14.74898 15.98962 12.91842
C 13.49586 16.35756 13.58140
C 12.31693 16.18232 12.64531
C 17.25663 16.21406 13.54867
H 13.60966 17.33538 13.97188
H 13.37972 15.63600 14.39963
H 12.15292 17.04876 12.00593
H 11.37523 15.92889 13.18086
H 12.48956 15.39508 11.92456
H 18.17810 16.63574 13.23575
H 17.19191 15.16019 13.38667
H 17.19835 16.42165 14.61159
C 20.53029 14.40816 14.46965
O 19.73617 13.33739 13.98646
H 19.84951 15.22342 14.69613
H 21.16874 14.10755 15.30184
H 21.25130 14.80004 13.75956
H 20.17369 12.55060 14.22370
C 10.64157 14.74330 17.10910
O 11.65033 14.82383 16.13182
H 10.24947 13.72460 17.13252
H 11.01826 15.08303 18.03637
H 9.83845 15.41566 16.98170
H 12.37629 14.32391 16.44892
```

These are the Mulliken partial charges, in e, on atoms 1 to 99: -0.545 1.083 -0.680 -0.156 -0.321 -1.135 -0.505 0.328 0.282 0.307 0.361 0.351 -0.058 0.505 0.230 -0.676 1.089 -0.607 -0.394 -0.019 -0.671 1.624 0.405 0.041 0.342 -0.136 0.402 -0.214 -0.574 -0.636 -0.598 1.108 -0.636 -0.234 -0.446 -0.603 -0.955 0.541 0.268 0.285 0.317 -0.064 0.359 0.382 0.315 -0.674 0.733 0.084 -0.162 -0.172 -0.917 -1.164 0.410 0.242 0.477 0.009 0.252 0.393 0.445 0.220 -0.650 1.096 -0.707 -0.224 -0.222 -1.201 0.103 0.290 0.354 0.343 0.347 0.263 0.212 -0.665 0.436 -0.380 1.059 -0.717 -0.227 -0.432 -1.090 -1.012 0.329 0.433 0.435 0.266 0.235 0.504 0.268 0.260 -0.752 1.492 -0.718 -0.050 2.012 -1.126 -0.504 -0.684 -0.650